DFT (ωB97M-V with the def2-TZVPD basis set) results for C50H66BaN4O5P2SSi2 as an isolated structure.

HOMO-LUMO gap: 6.237 eV
Max |F|: 1.3 eV/Å
Energy: -4225.63819 a.u.
Energy above the lowest of the compared OMol25 structures with the same formula, charge and spin: 0.000 eV

Geometry (Å):
Ba1 13.0995 10.7937 13.6542
C1 11.4833 14.3354 15.3859
Si1 12.3741 12.7644 16.0815
C2 14.0699 13.4269 16.7613
C3 14.5694 14.7028 16.4808
C4 15.7623 15.1735 17.0307
C5 16.4728 14.3652 17.9131
C6 16.0157 13.0828 18.1714
C7 14.8782 12.5879 17.5488
P1 14.2846 10.8966 17.7974
C8 15.4579 9.8032 16.9272
C9 14.9395 8.7274 16.1932
C10 15.8012 7.8312 15.5663
C11 17.1764 8.0119 15.6694
C12 17.7021 9.0865 16.3913
C13 16.8438 9.9653 17.0225
C14 14.7047 10.6756 19.5618
C15 14.1476 11.5976 20.4560
C16 14.4267 11.4990 21.8075
C17 15.2145 10.4577 22.2948
C18 15.7079 9.4986 21.4264
C19 15.4601 9.6179 20.0500
C20 11.3302 12.3843 17.6672
C21 11.0098 13.5134 18.4326
C22 10.0592 13.4601 19.4453
C23 9.3742 12.2677 19.6578
C24 9.7135 11.1359 18.9250
C25 10.7274 11.1587 17.9604
P2 11.3782 9.5601 17.2601
C26 12.1090 8.7439 18.7663
C27 12.8812 7.5873 18.6339
C28 13.3704 6.8952 19.7391
C29 13.1106 7.3711 21.0162
C30 12.3928 8.5384 21.1691
C31 11.8856 9.2266 20.0568
C32 9.7973 8.5876 17.1881
C33 9.7364 7.2512 17.6253
C34 8.5794 6.5145 17.4444
C35 7.4739 7.0755 16.8309
C36 7.5063 8.3992 16.3889
C37 8.6697 9.1349 16.5476
H1 11.6279 15.2819 15.9164
H2 10.4064 14.1779 15.2757
H3 11.8952 14.4765 14.3755
H4 14.0026 15.3481 15.8088
H5 16.1233 16.1792 16.7654
H6 17.3764 14.7408 18.4009
H7 16.6034 12.4704 18.8444
H8 13.8749 8.5666 16.1088
H9 15.4240 7.0110 14.9650
H10 17.8591 7.3069 15.2020
H11 18.7781 9.2153 16.4715
H12 17.2296 10.8097 17.5787
H13 13.5594 12.4370 20.0866
H14 14.0412 12.2379 22.4941
H15 15.4345 10.4083 23.3592
H16 16.3295 8.6892 21.8117
H17 15.8455 8.8643 19.3670
H18 11.5187 14.4461 18.2317
H19 9.8163 14.3408 20.0341
H20 8.5908 12.2127 20.3982
H21 9.2009 10.2108 19.1709
H22 13.1392 7.2023 17.6475
H23 13.9800 6.0049 19.5913
H24 13.5121 6.8682 21.8979
H25 12.2239 8.9598 22.1484
H26 11.3374 10.1313 20.2045
H27 10.5980 6.8091 18.1165
H28 8.5732 5.4811 17.7828
H29 6.5861 6.4808 16.7103
H30 6.6166 8.8356 15.9282
H31 8.6867 10.1615 16.1975
C38 18.9713 8.7277 12.0505
Si2 17.7668 7.6604 11.0185
C39 17.3258 6.1086 12.0355
C40 18.7351 7.1583 9.4623
C41 16.1902 8.4748 10.4564
C42 15.7039 8.1688 9.2090
C43 14.4895 8.6586 8.7279
C44 13.8413 9.5369 9.5553
N1 14.2701 9.9043 10.7739
C45 15.4042 9.3488 11.2536
S1 15.8453 9.6303 12.9123
H32 19.9774 8.2816 12.0193
H33 18.6597 8.7760 13.0900
H34 19.0250 9.7491 11.6699
H35 18.2080 5.5723 12.4147
H36 16.7287 5.3953 11.4696
H37 16.7366 6.3982 12.9233
H38 19.6936 6.7102 9.7768
H39 18.9587 8.0090 8.8132
H40 18.2390 6.3987 8.8367
H41 16.3073 7.5206 8.5639
H42 14.1026 8.3453 7.7617
H43 12.9121 10.0209 9.2656
O1 9.2807 11.3552 13.9004
H44 9.8399 11.7227 14.5922
H45 9.8812 11.3014 13.1357
O2 12.2594 6.9542 15.1926
H46 11.7061 6.3362 15.6938
H47 12.5956 6.4341 14.4421
O3 15.8768 12.7068 13.8572
H48 16.2634 11.8165 13.7869
H49 15.8132 12.9287 14.7951
O4 13.9070 12.6671 11.7583
H50 14.1595 11.9450 11.1650
H51 14.6731 12.9004 12.3071
O5 10.3577 8.5808 13.8477
H52 10.6824 8.1751 14.6713
H53 9.6971 9.2290 14.1308
C46 7.8545 11.9811 10.2955
N2 9.2870 11.7884 10.4170
C47 10.0132 12.9969 10.7234
C48 9.8177 10.5844 10.7146
N3 10.7976 10.5047 11.5486
N4 9.2137 9.5057 10.1260
C49 8.7491 9.5576 8.7522
C50 9.4556 8.1619 10.6155
H54 7.4933 12.5119 11.1805
H55 7.3297 11.0154 10.2654
H56 7.6473 12.5709 9.4061
H57 9.6546 13.7834 10.0477
H58 11.0788 12.8776 10.5724
H59 9.8514 13.3304 11.7584
H60 11.1403 9.5480 11.5775
H61 8.7549 10.5682 8.3766
H62 7.7373 9.1663 8.6645
H63 9.4154 8.9803 8.0966
H64 10.4229 7.7760 10.2445
H65 8.6709 7.5278 10.2167
H66 9.4562 8.1359 11.6993